(1)
DFT (ωB97M-V with the def2-TZVPD basis set) results for a molecular structure, C35H38As2CrN3S4 in a non-equilibrium geometry.

Charge: +1
ΔE to the lowest compared entry with this formula, charge and spin, kcal per mole: 28.1
Kohn-Sham gap (alpha / beta), eV: 5.69 / 6.21
Energy, Eh: -8629.4024
Multiplicity: 5
LUMO level (alpha / beta), eV: -4.188 / -4.074

The geometry in XYZ format:
```
83
Properties=species:S:1:pos:R:3:mulliken_spin:R:1
H 0.70 -0.47 -4.10 -0.0009
C -1.76 -0.89 4.81 0.0042
C 0.31 6.29 4.20 0.0003
H -0.52 -6.64 -1.84 -0.0003
C -0.85 -0.96 5.87 0.0019
H -2.78 -0.58 5.02 0.0000
N -1.15 2.42 2.21 0.1239
H 1.17 -1.43 6.46 -0.0004
H -3.56 1.01 -1.61 0.0034
C 0.82 -1.75 4.37 -0.0199
C -0.76 1.56 1.25 0.1417
C -2.41 3.98 -2.79 -0.0010
H -1.13 2.56 4.27 0.0035
C -1.10 -2.61 -3.01 0.0206
C -2.49 2.61 -2.59 0.0140
H 2.15 -0.36 -3.06 -0.0063
C -1.61 1.29 0.16 0.1019
H -0.23 4.04 -5.37 0.0000
H -1.20 4.89 4.78 0.0001
H -1.56 5.56 -3.95 0.0000
C 3.32 -5.19 -4.39 0.0000
C 2.83 -5.88 0.15 0.0010
C 2.03 -4.63 -2.43 -0.0254
H -4.25 2.63 -1.34 -0.0025
H -0.39 1.60 -5.05 0.0006
H 1.94 7.46 3.46 0.0000
C -3.31 2.06 -1.44 -0.0118
S 2.59 -2.32 0.71 -0.0668
H 3.13 -6.81 -0.32 0.0007
As 0.56 -2.10 -2.10 -0.1523
H -2.41 4.02 2.61 0.0006
S -1.46 -0.22 -0.65 -0.1274
S 0.79 0.83 1.30 -0.1027
H 2.93 5.59 2.19 -0.0001
H 3.16 -6.43 -2.67 0.0000
C -0.96 2.27 -4.41 0.0002
C 2.95 -4.00 -4.99 0.0001
H -0.94 -2.58 -4.09 -0.0040
C -0.87 3.64 -4.60 0.0002
H -3.24 2.46 2.37 0.0049
C 1.06 -0.47 -3.06 0.0269
H -1.16 -0.67 6.86 0.0001
C 1.40 4.21 2.73 0.0050
H -1.79 4.08 0.22 0.0040
C 1.75 -2.25 2.18 0.0624
H 2.63 -6.06 1.20 0.0002
C -1.61 4.49 -3.79 0.0002
H 0.33 1.86 3.54 -0.0012
C -1.39 -1.22 3.53 0.0290
H 0.63 0.39 -2.55 0.0082
H -1.37 -3.63 -2.73 0.0006
N 0.46 -1.96 2.08 -0.0274
H -3.56 3.91 0.38 -0.0025
H 3.27 -3.76 -5.99 -0.0003
C -2.60 3.41 0.55 0.0054
C 0.24 4.00 3.46 0.0036
C 1.71 -3.40 -3.01 0.0382
H -1.92 -1.95 -2.74 -0.0018
C -0.42 2.65 3.44 -0.0065
C 0.45 -1.39 5.65 0.0005
H 3.95 -5.89 -4.92 0.0001
H -0.11 7.09 4.79 0.0000
C -2.42 3.10 2.03 -0.0025
C -1.77 1.76 -3.41 -0.0020
H 3.65 -5.16 0.08 0.0001
H 1.09 -7.33 -2.05 0.0005
C 1.46 6.49 3.46 0.0001
H 1.90 -2.16 -4.75 -0.0004
Cr 0.44 -1.30 0.17 3.7792
N -2.59 2.16 -0.19 0.1169
C 0.43 -6.83 -1.35 0.0019
H 1.83 3.40 2.17 -0.0017
H -2.98 4.65 -2.17 -0.0005
H -1.83 0.69 -3.27 0.0030
C 2.17 -3.10 -4.29 -0.0097
S 2.38 -2.29 3.80 0.0128
As 1.21 -5.12 -0.71 0.0232
C 2.86 -5.50 -3.12 0.0008
H 0.25 -7.49 -0.50 0.0000
C 2.01 5.45 2.74 -0.0009
C -0.31 5.05 4.19 0.0001
H -2.09 -1.15 2.70 0.0013
C -0.09 -1.65 3.30 0.0311
```



(2)
DFT (ωB97M-V with the def2-TZVPD basis set) results for a molecular structure, C35H38AuN4 in a non-equilibrium geometry.

Charge: -1
ΔE to the lowest compared entry with this formula, charge and spin, kcal per mole: 122.1
Kohn-Sham gap (alpha / beta), eV: 5.15 / 3.91
Energy, Eh: -1710.8737
Multiplicity: 3
LUMO level (alpha / beta), eV: 2.294 / 1.068

The geometry in XYZ format:
```
78
Properties=species:S:1:pos:R:3:mulliken_spin:R:1
H -3.98 4.89 -0.34 0.0000
H 1.66 -1.35 -2.42 0.0001
H -1.99 -0.88 1.98 0.2480
C 1.73 -3.26 3.79 0.1871
H -2.94 5.53 -2.24 0.0000
C 0.67 -1.17 -2.86 0.0016
C 4.98 -2.67 0.51 0.0015
C -0.44 -1.77 3.14 0.0009
H 6.30 -5.72 1.29 0.0001
H -0.97 0.76 -3.64 0.0001
H -4.06 0.56 -1.20 0.0000
C 3.23 -4.28 0.98 -0.0011
H -2.86 -4.14 -0.24 0.0017
C 0.35 4.66 -2.23 -0.0004
C -0.39 -1.16 -1.82 0.0155
H -4.68 -1.04 -1.62 0.0001
H -0.28 5.37 -4.79 0.0000
H -3.12 4.92 1.21 -0.0001
H 0.71 -0.21 -3.39 -0.0003
N 1.87 -1.02 0.64 0.0014
C -1.35 2.85 3.13 0.0058
H 0.47 -1.96 -3.60 0.0000
C 0.43 4.06 -0.98 0.0008
C -1.98 5.19 -1.86 0.0002
H 3.85 -6.28 1.46 -0.0001
H -3.76 -2.83 0.52 -0.0021
H 5.27 -1.66 0.22 0.0000
C -1.60 -0.33 -1.91 -0.0234
H 6.99 -3.44 0.54 0.0001
C 1.63 3.29 -0.56 -0.0006
C -1.19 3.95 2.36 0.0029
H 2.16 -4.51 1.06 -0.0028
C -2.06 -2.17 -0.56 0.0705
H 1.05 -3.43 -1.37 -0.0007
H 1.21 4.63 -2.91 0.0000
H -4.37 -0.63 0.08 -0.0006
H -3.37 3.38 0.33 -0.0001
H 2.41 -4.05 4.06 0.0089
C -2.62 -0.99 -1.10 0.0051
C 1.89 -1.88 3.96 -0.0617
N -0.39 -3.11 2.71 0.1699
C -1.87 0.60 -3.04 -0.0026
C -0.73 -2.31 -1.03 -0.0120
H -2.20 -3.37 1.23 0.0201
H -0.43 -4.40 -1.17 0.0008
C -4.00 -0.50 -0.94 -0.0065
C 5.54 -4.96 1.09 -0.0009
H -2.17 1.58 -2.66 0.0003
C 5.94 -3.67 0.69 0.0010
H 0.88 0.03 3.74 0.0032
C -3.15 4.45 0.22 -0.0006
C -1.93 4.64 -0.59 0.0014
H 2.87 -1.54 4.39 0.0011
H -0.52 6.94 -4.00 0.0000
Au -0.47 0.70 -0.32 -0.0060
C 2.65 -1.91 0.65 0.0023
C -0.70 4.11 -0.15 -0.0009
H -2.66 0.21 -3.70 -0.0002
H 0.32 -3.65 0.24 -0.0048
C 0.60 -3.83 3.16 -0.0570
C -0.71 2.04 1.17 0.0186
C -2.75 -3.18 0.28 -0.0420
N -0.57 1.95 2.49 -0.0124
N -0.69 3.46 1.09 0.0025
H 1.42 2.21 -0.67 0.0002
C 4.18 -5.27 1.20 0.0023
H -1.32 5.00 2.59 -0.0006
C -0.84 5.24 -2.68 -0.0001
H 1.94 3.47 0.47 -0.0001
H 2.47 3.52 -1.22 0.0000
C 3.62 -2.96 0.71 0.0010
H -1.72 2.66 4.11 0.0016
H -1.94 5.96 -4.43 0.0000
C 0.10 -3.51 -0.82 0.0030
C -1.91 -1.76 3.10 1.3338
C 0.79 -1.07 3.61 0.1304
H 0.38 -4.90 2.92 -0.0048
C -0.90 5.90 -4.04 0.0000
```



(3)
DFT (ωB97M-V with the def2-TZVPD basis set) results for a molecular structure, C35H38Br2MgN6O3PS4.

ΔE to the lowest compared entry with this formula, charge and spin, kcal per mole: 4.5
Kohn-Sham gap (alpha / beta), eV: 5.35 / 8.43
Energy, Eh: -9193.2971
Multiplicity: 2
LUMO level (alpha / beta), eV: 0.155 / 0.069

The geometry in XYZ format:
```
90
Properties=species:S:1:pos:R:3:mulliken_spin:R:1
H 5.23 -0.56 -2.32 0.0204
H -5.57 1.08 3.64 0.0000
H -1.62 -0.99 3.87 0.0002
C -1.77 1.51 4.70 0.0001
H -2.65 -4.40 3.60 0.0000
S 1.32 3.00 -6.61 0.0002
Mg 0.62 0.38 -0.46 -0.0253
H 0.75 -0.79 7.88 0.0000
N 2.34 1.55 -0.27 0.1448
H -3.50 -0.70 8.36 0.0000
H 0.41 -2.41 2.54 0.0007
C 2.43 2.81 0.18 -0.0581
C -4.88 0.34 3.25 0.0000
C 3.77 0.25 -8.25 -0.0002
C 1.96 -2.28 -1.41 -0.0652
H 2.75 -4.05 -2.33 0.0178
H 0.51 4.07 -4.11 0.0001
H 0.55 0.54 5.82 0.0000
H -4.22 0.03 4.07 0.0000
O -3.40 0.18 -0.79 -0.0002
C -2.62 -0.43 7.80 0.0000
H -5.22 -0.73 -1.01 0.0001
Br 6.14 4.14 -1.01 0.0022
S -1.09 -1.44 0.16 0.0023
H -4.71 1.17 1.27 0.0000
C 0.36 2.41 -2.78 0.0005
C -0.34 0.26 6.37 0.0001
N 2.10 -0.99 -1.06 0.1698
C 3.28 -0.35 -1.36 0.1454
C -4.08 0.92 2.12 0.0000
H -4.02 -0.68 -3.22 0.0000
H -3.69 0.69 6.31 0.0000
H 0.96 -2.13 4.19 0.0001
N 3.02 -0.38 -9.15 0.0000
C 1.75 0.02 -9.28 0.0000
C 4.57 1.80 -1.18 0.0558
H -2.77 -1.75 -2.56 0.0001
N -0.92 1.31 3.63 0.0000
H 1.16 -0.50 -10.02 0.0000
C 3.31 1.28 -7.45 0.0004
H 1.02 -2.74 -1.14 0.0041
N 0.48 1.09 -2.56 0.0123
H -1.69 -3.95 2.18 0.0000
H -0.22 -4.24 4.18 0.0000
H 0.95 -0.73 -3.40 0.0088
C 4.11 -2.34 -2.41 0.0344
C 0.07 -2.23 3.56 -0.0003
H -4.43 -2.34 -2.77 0.0000
O -2.59 2.41 4.67 0.0002
C -1.37 -0.84 8.24 0.0000
C 1.19 1.04 -8.52 0.0000
C 1.01 2.20 -5.07 -0.0049
H -3.95 -1.79 -0.37 0.0000
S -1.36 1.89 0.30 0.0008
P -2.29 0.13 0.35 -0.0055
C 1.99 1.68 -7.59 -0.0003
C 0.61 3.00 -4.00 0.0006
H 0.04 3.01 -1.94 0.0022
C -0.23 -0.49 7.53 0.0000
C 0.85 0.33 -3.60 -0.0148
H 3.96 1.77 -6.74 0.0002
H -5.45 -0.54 2.93 0.0000
C -0.83 -3.34 4.07 0.0000
S 1.39 0.43 2.64 0.0005
N -0.65 -0.96 3.60 0.0013
C -4.16 -1.01 -1.10 0.0001
C -0.11 0.21 3.32 0.0044
C -2.02 -3.62 3.17 -0.0001
C 4.61 3.07 -0.71 0.0202
C -1.59 0.66 5.92 -0.0001
H 0.16 1.32 -8.65 0.0000
H -0.87 2.07 2.96 0.0000
H 1.57 3.16 0.73 0.0069
H -1.17 -3.08 5.08 0.0001
C 4.31 -1.04 -2.07 0.0315
C 2.91 -3.01 -2.07 0.1697
C -2.73 0.33 6.65 0.0000
C 3.52 3.62 0.01 0.1585
H -2.65 -2.74 3.01 0.0000
C 1.12 0.83 -4.86 -0.0034
Br 5.45 -3.29 -3.36 0.0031
H 3.55 4.63 0.40 0.0168
H -1.28 -1.43 9.14 0.0000
C 3.41 1.01 -0.94 0.1219
O -3.12 -0.09 1.70 -0.0001
C -3.83 -1.47 -2.50 -0.0002
H 1.41 0.15 -5.64 -0.0001
H 4.79 -0.09 -8.16 0.0000
H -3.53 1.81 2.43 0.0000
H 5.42 1.39 -1.71 0.0192
```



(4)
DFT (ωB97M-V with the def2-TZVPD basis set) results for a molecular structure, C35H38F5N3ORuTe in a non-equilibrium geometry.

ΔE to the lowest compared entry with this formula, charge and spin, kcal per mole: 17.1
Kohn-Sham gap (alpha / beta), eV: 5.39 / 5.41
Energy, Eh: -2458.1334
Multiplicity: 1
LUMO level (alpha / beta), eV: -1.773 / -1.759

The geometry in XYZ format:
```
84
Properties=species:S:1:pos:R:3:mulliken_charge:R:1
C -2.32 -1.15 1.32 -0.0286
H 0.76 -6.34 -5.02 0.3687
H -3.49 -1.12 -3.31 0.4491
C 0.03 1.60 2.11 -0.6722
H 3.28 -0.03 0.47 0.3157
H -0.13 1.51 3.19 0.5623
C -3.61 -1.59 1.54 0.1218
H 1.83 0.48 2.21 0.3802
C -2.83 -0.45 -6.57 -0.3936
H 2.10 2.23 2.32 0.3633
H 2.73 1.95 -5.21 0.1809
H 1.31 -4.19 -5.86 0.3421
H 4.18 -2.70 -2.84 0.1989
H 2.36 -1.75 -0.59 -0.0451
F -5.01 1.30 3.15 -0.3144
Ru 0.01 0.42 -0.49 -0.1363
H 1.90 2.84 -1.21 0.1249
H -0.12 0.86 -5.02 0.5788
C 3.55 1.70 -5.88 -2.0832
H 1.89 -0.56 -5.78 -0.1739
N 0.03 0.49 -2.42 -0.3947
H -0.36 2.57 1.80 0.3988
H 0.73 3.28 0.01 0.3638
C -4.14 0.48 2.55 0.0491
H 6.01 1.29 -6.73 0.4346
C -1.07 0.36 -5.16 -0.2364
C 1.65 -2.43 -4.70 1.0899
H 3.12 1.30 -6.80 0.3010
N -0.59 0.50 1.39 0.0447
F -1.45 -2.00 0.76 -0.2432
C -4.54 -0.78 2.16 -0.5425
C -1.18 0.04 -2.69 0.7082
H 7.18 -1.80 -4.03 0.2828
C 4.23 -0.12 -4.20 -0.2531
C 1.42 -2.22 -0.88 0.4794
C 1.72 -1.90 -3.41 0.2796
F -3.94 -2.83 1.17 -0.3164
H 3.81 1.61 0.92 0.4294
C -1.89 0.14 1.69 0.2855
H 0.60 -1.49 -0.77 -0.7917
H 2.81 -1.91 -6.43 0.4120
C 1.35 -3.79 -4.85 -1.0079
H 1.06 -1.84 -6.66 0.5661
Te 2.33 0.12 -3.14 0.6156
C 1.50 1.45 1.83 -1.3174
H -5.55 -1.12 2.34 0.5099
H -1.08 0.56 -7.29 0.4322
C 1.87 -1.63 -5.96 -1.9482
C 5.78 0.63 -5.89 -0.7137
H 3.54 1.19 -0.78 0.1928
H 4.06 2.63 -6.15 0.5593
C 4.53 0.72 -5.29 1.3338
C 0.80 -6.08 -3.97 -1.6087
H 1.56 -6.70 -3.49 0.3231
C 4.95 -1.96 -2.60 -0.9995
O -1.85 -0.27 -1.64 -0.5288
C -1.75 -0.12 -4.04 0.0610
H 2.48 3.47 0.36 0.4031
H 1.18 -3.02 -0.18 0.4851
H 7.99 -0.73 -7.16 0.3093
C 3.19 1.03 0.23 -1.2535
F -2.56 2.19 2.70 -0.2979
C 6.43 -1.09 -4.39 -1.0108
C 1.71 2.86 -0.14 -1.0980
H 5.86 -2.49 -2.32 0.4295
C -2.98 -0.76 -4.19 -0.3473
C 5.20 -1.03 -3.76 0.6409
C 1.10 -4.62 -3.78 0.6771
C 1.43 -2.72 -2.30 1.2629
C 1.13 -4.06 -2.50 -0.9047
C -1.61 0.19 -6.42 -0.6938
H 8.55 0.65 -6.21 0.3638
C -2.85 0.93 2.32 0.8243
C 8.09 -0.34 -6.14 -1.5522
C 6.75 -0.27 -5.46 0.6482
H 4.60 -1.41 -1.72 -0.0748
H 0.91 -4.68 -1.65 0.4043
H 8.77 -1.00 -5.60 0.3516
C -3.52 -0.92 -5.46 -0.6121
H -3.25 -0.58 -7.56 0.3992
F -0.88 2.12 -0.65 -0.6412
N 1.78 1.47 0.37 1.1298
H -4.47 -1.41 -5.58 0.4132
H -0.16 -6.34 -3.51 0.3539
```



(5)
DFT (ωB97M-V with the def2-TZVPD basis set) results for a molecular structure, C35H38FN3O3ReSi in a non-equilibrium geometry.

Charge: +2
Kohn-Sham gap (alpha / beta), eV: 6.86 / 4.98
Energy, Eh: -2213.3894
Multiplicity: 4
LUMO level (alpha / beta), eV: -5.257 / -7.132

The geometry in XYZ format:
```
82
Properties=species:S:1:pos:R:3:mulliken_spin:R:1
H 1.85 -5.30 4.30 0.0000
H 0.34 2.19 9.11 0.0000
H -1.20 -0.12 -3.67 -0.0129
C 0.65 0.21 7.54 0.0001
H -0.60 -5.21 4.55 0.0001
C 4.68 -1.58 -7.03 0.0016
C 0.65 -3.50 3.93 -0.0001
C -1.42 2.15 -0.38 0.0617
H 0.00 -1.62 5.52 0.0001
Re -1.87 0.41 -1.48 2.4072
H -3.88 2.18 -2.69 -0.0006
H -3.65 3.01 -8.25 0.0000
O 0.62 -2.74 -1.38 0.0485
C -0.18 -0.45 -3.95 0.0680
H -1.86 2.94 8.67 0.0000
O -1.00 -1.15 -1.13 0.2241
C 2.25 -0.33 -6.32 0.0024
H 0.63 -0.35 -3.22 0.0013
C 2.37 -1.73 -6.24 0.0003
N 0.55 -2.44 3.01 0.0000
C 0.47 -2.71 1.66 -0.0028
H -3.38 -0.21 -1.38 0.0763
H 0.39 2.18 -1.70 0.0181
N -0.43 1.52 9.24 0.0000
C -1.61 2.34 -8.57 0.0005
C 1.30 -4.79 3.51 0.0001
H -0.22 2.86 6.89 0.0000
H -4.03 1.47 -6.31 -0.0005
C 4.56 -0.18 -7.12 -0.0003
C 0.56 -0.05 2.52 -0.0060
H 3.69 -3.43 -6.52 -0.0001
C 3.58 -2.34 -6.59 -0.0010
C 0.11 0.18 8.95 0.0000
N -0.29 0.78 6.59 -0.0002
H -1.00 2.23 0.62 0.0241
H 0.45 -3.75 1.35 -0.0012
H 5.63 -2.06 -7.29 0.0001
C -3.06 1.51 -6.81 0.0000
H 0.80 -3.22 4.97 0.0001
F 0.22 2.86 4.69 -0.0001
C -1.52 1.96 8.35 -0.0001
C -2.85 2.35 -7.91 -0.0005
H -2.17 0.04 -5.49 -0.0023
H 1.72 -4.86 2.50 0.0000
C -0.18 -4.73 3.66 -0.0002
H -2.33 1.23 8.45 0.0000
H -1.39 2.13 -3.75 0.0110
H -1.76 2.21 6.23 0.0000
C -2.00 0.72 -6.32 0.0114
H 0.90 -0.04 9.67 0.0000
C 0.71 -0.34 1.09 0.0086
C 0.15 -0.82 4.80 0.0028
C 0.00 -1.93 -0.69 0.0312
C -0.68 2.15 -1.61 0.0599
H -0.19 -1.48 -4.33 0.0014
H 1.61 0.78 7.53 0.0000
H 0.88 -0.82 7.21 -0.0001
C -0.70 0.87 -6.86 0.0013
C 0.31 -1.71 0.74 0.0041
H 5.40 0.42 -7.46 -0.0001
C 0.00 0.52 5.23 0.0025
H -0.78 -4.75 2.74 0.0000
C -1.63 2.11 -2.70 0.0961
H -0.71 -0.53 9.09 0.0000
H -0.74 1.57 10.21 0.0000
C -2.82 2.15 -0.70 -0.0999
H 1.31 1.97 -6.02 -0.0003
Si 0.77 0.64 -5.72 0.0121
O 1.14 0.48 0.25 0.0026
H 1.53 -2.34 -5.91 -0.0001
H -3.61 2.23 0.03 -0.0011
C -2.95 2.14 -2.13 -0.0394
H 0.43 1.62 -8.55 0.0000
C 0.49 1.28 2.96 -0.0073
H -1.47 2.94 -9.47 0.0001
C 0.22 1.54 4.28 0.0004
C -0.94 2.03 6.95 0.0000
C 0.43 -1.11 3.45 -0.0051
H 3.26 1.52 -6.84 0.0001
H 0.71 2.08 2.26 -0.0011
C -0.54 1.59 -8.06 0.0005
C 3.35 0.43 -6.77 0.0027
```



(6)
DFT (ωB97M-V with the def2-TZVPD basis set) results for 2 unconnected molecules or ions with the total composition C35H38N2O4 in a non-equilibrium geometry.

ΔE to the lowest compared entry with this formula, charge and spin, kcal per mole: 108.4
Kohn-Sham gap, eV: 6.57
Energy, Eh: -1766.7160
Multiplicity: 1
LUMO level, eV: -1.431

The geometry in XYZ format:
```
79
Properties=species:S:1:pos:R:3:mulliken_charge:R:1
C -0.51 3.06 6.40 -1.5176
C 0.54 -0.26 -2.12 -0.3445
H -4.08 -0.95 -1.89 0.4688
C -1.37 2.55 2.72 1.1040
C 0.85 -1.56 -2.71 0.8047
H 3.25 -3.45 -4.35 0.5083
H 0.25 -3.16 2.75 0.4359
C -1.04 -2.48 1.19 0.4605
C -0.22 -2.48 -2.89 -0.5640
C 2.30 2.98 -3.01 -0.3046
C 3.87 1.52 -1.80 -0.8525
H 2.39 0.75 2.01 0.1897
C 3.57 2.72 -2.48 -0.4039
H -4.59 -5.10 -0.01 0.3385
H -3.10 -6.01 0.38 0.3364
H -0.87 -4.39 -3.68 0.5101
C -2.66 -1.64 -0.43 0.8933
C -0.36 2.72 4.94 0.6419
O 5.67 3.60 -2.06 -0.5953
N 4.54 3.76 -2.58 0.9376
C -1.00 0.98 0.00 -0.5319
C 0.12 -2.26 2.14 -1.3478
C -0.49 -0.41 -0.24 -0.1876
H 0.44 2.94 6.92 0.3601
H -2.47 2.96 0.87 0.2372
H 3.07 1.79 3.27 0.4354
C 2.29 -3.16 -3.92 -0.7960
H 2.14 3.90 -3.58 0.4980
H -3.31 1.90 2.02 0.3489
H -3.18 3.62 2.35 0.5190
C -2.97 -3.85 0.57 0.6238
C 0.86 2.34 4.37 -1.1338
H 0.66 4.03 0.50 0.3971
C 1.22 -4.05 -4.02 -0.3535
C -3.73 -5.14 0.65 -1.5281
H -1.04 3.74 -0.01 0.2582
C -3.39 -2.83 -0.29 -0.8126
C -1.46 2.78 4.10 -0.8231
N 1.45 -5.33 -4.60 0.9572
H -0.85 4.09 6.56 0.3216
H 1.04 1.57 0.41 -0.4247
H -1.45 -4.46 1.95 0.3714
H -0.03 -1.41 2.82 0.2198
C -0.02 3.34 -0.04 -1.3195
C -1.79 -3.66 1.29 -0.8666
H -2.50 -0.17 -1.98 0.2070
C 0.98 2.08 3.00 1.0890
C 0.04 1.96 0.64 1.4844
H -1.25 2.41 6.88 0.3359
C -0.14 2.16 2.16 -0.2091
H 1.74 2.25 5.00 0.2809
C 2.12 -1.93 -3.28 -0.4585
O 0.51 -6.15 -4.69 -0.6026
H -1.47 1.46 -0.91 0.4022
C 2.85 0.58 -1.62 -0.0499
H 0.32 3.30 -1.09 0.1756
C 1.29 2.06 -2.80 -0.6686
H 4.87 1.37 -1.44 0.5036
H 3.07 -0.32 -1.05 0.5710
O 2.62 -5.59 -4.99 -0.5998
H 2.67 2.48 1.69 0.2862
H -4.29 -2.99 -0.87 0.2649
H -0.45 0.13 -2.48 0.3558
C 1.55 0.81 -2.16 1.3621
H 2.98 -1.25 -3.24 0.4403
H -1.21 -2.24 -2.49 0.0828
H 0.57 -0.63 -0.04 0.2697
C -1.37 -1.50 0.18 0.4424
H 0.28 2.31 -3.16 0.3241
H 1.06 -2.11 1.60 0.2604
H -4.11 -5.33 1.67 0.3359
O 4.22 4.82 -3.16 -0.5972
C 2.35 1.76 2.45 -1.2817
H -1.84 0.87 0.73 0.2549
C -2.64 2.76 1.93 -2.1151
C -0.05 -3.69 -3.54 -0.7296
H -3.64 0.27 -0.68 0.2675
H -2.44 3.05 4.52 0.4365
C -3.25 -0.56 -1.28 -1.5912
```